## one
DFT (ωB97M-V/def2-TZVPD) results for a cluster of 2 separate species, H3OPS in total.

```
6
Properties=species:S:1:pos:R:3:lowdin_charge:R:1
O -1.50 0.72 0.85 -0.521
P -0.63 0.65 -0.55 0.467
S 1.33 0.79 0.26 0.270
H -2.06 -0.05 0.79 -0.010
H -0.88 -1.46 -0.55 -0.010
H 0.93 1.26 1.46 -0.196
```

Summary:
HOMO energy, eV: -8.71


## two
DFT (ωB97M-V/def2-TZVPD) results for a cluster of 2 separate species, H3OPS in total.

```
6
Properties=species:S:1:pos:R:3:lowdin_charge:R:1
O -0.23 1.29 -2.68 -0.581
P -0.26 1.57 -1.23 0.743
H -1.21 0.57 -0.55 -0.137
S 0.85 -0.94 1.12 0.469
H 1.28 -1.65 2.15 -0.222
H -0.44 -0.84 1.20 -0.272
```

Summary:
HOMO energy, eV: -9.80


Which of them is most stable? Easy: two.


## one
DFT (ωB97M-V/def2-TZVPD) results for the molecule C2H4O2S2.

```
10
Properties=species:S:1:pos:R:3:lowdin_charge:R:1
C -0.04 -0.84 0.46 -0.437
C 0.45 0.53 -0.36 -0.486
O 4.45 -0.27 0.39 -0.559
O 0.81 -1.81 0.12 -0.221
S 2.05 1.19 0.25 0.644
S 3.31 -0.33 -0.43 0.741
H -0.24 -0.70 1.46 0.063
H -1.10 -0.84 0.11 0.113
H 0.64 0.20 -1.36 0.033
H -0.32 1.41 -0.51 0.109
```

Summary:
HOMO energy (spin up / spin down), eV: -8.68 / -8.68


## two
DFT (ωB97M-V/def2-TZVPD) results for the molecule C2H4O2S2.

```
10
Properties=species:S:1:pos:R:3:lowdin_charge:R:1
C -1.08 0.54 0.58 -0.487
C 1.75 -0.24 -0.32 -0.265
O -3.41 1.35 0.46 -0.537
O -0.46 -1.87 -0.85 -0.606
S -2.48 0.49 -0.19 0.862
S 0.19 -1.16 0.31 0.843
H -0.64 1.18 1.34 0.026
H 1.36 0.62 -0.99 0.070
H 2.39 -0.99 -0.87 0.061
H 2.38 0.09 0.52 0.032
```

Summary:
HOMO energy, eV: -9.51


## three
DFT (ωB97M-V/def2-TZVPD) results for the molecule C2H4O2S2.

```
10
Properties=species:S:1:pos:R:3:lowdin_charge:R:1
C 0.67 -0.70 0.11 -0.391
C 0.75 0.82 0.11 -0.534
O -3.01 -0.44 -0.55 -0.480
O -0.44 -1.27 -0.53 -0.357
S -0.82 1.46 -0.41 0.687
S -1.81 -0.26 0.19 0.723
H 1.45 -0.94 -0.55 0.106
H 0.76 -1.04 1.20 0.141
H 0.91 1.21 1.00 0.008
H 1.53 1.18 -0.58 0.097
```

Summary:
HOMO energy, eV: -9.60


Which of them is most stable? Easy: three.


## one
DFT (ωB97M-V/def2-TZVPD) results for the molecule C5H8.

```
13
Properties=species:S:1:pos:R:3:lowdin_charge:R:1
C 1.06 -0.99 -1.36 -0.082
C 0.56 -0.63 -0.02 -0.083
C -0.44 1.10 1.32 -0.084
C -0.60 0.02 0.27 -0.453
C -1.75 -0.31 -0.51 0.117
H 0.26 -1.30 -2.04 0.074
H 1.42 -0.01 -1.72 0.103
H 1.92 -1.66 -1.36 0.076
H 1.31 -0.65 0.78 0.119
H -0.37 0.74 2.35 0.077
H -1.25 1.82 1.24 0.073
H 0.49 1.64 1.09 0.071
H -2.62 0.21 -0.03 -0.008
```

Summary:
HOMO energy (spin up / spin down), eV: -8.02 / -8.02


## two
DFT (ωB97M-V/def2-TZVPD) results for the molecule C5H8.

```
13
Properties=species:S:1:pos:R:3:lowdin_charge:R:1
C -0.17 0.41 2.34 0.004
C 0.29 -0.22 1.31 -0.220
C 0.23 0.34 -0.01 -0.284
C -0.44 -0.40 -1.12 -0.197
C 0.11 -0.47 -2.35 -0.025
H -0.33 0.11 3.35 0.052
H -0.50 1.40 2.25 0.043
H 0.72 -1.25 1.30 0.126
H -0.32 1.26 -0.02 0.112
H 1.28 0.49 -0.33 0.131
H -1.45 -0.88 -0.83 0.135
H -0.52 -0.73 -3.24 0.055
H 1.11 -0.07 -2.65 0.068
```

Summary:
HOMO energy, eV: -9.52


Which of them is most stable? Easy: two.


## one
DFT (ωB97M-V/def2-TZVPD) results for the molecule C5H8.

```
13
Properties=species:S:1:pos:R:3:lowdin_charge:R:1
C 0.22 1.24 -0.58 -0.014
C 0.58 -0.12 1.59 -0.007
C -0.19 -1.01 0.88 -0.225
C -0.75 -0.76 -0.37 -0.109
C -0.06 0.07 -1.41 -0.291
H 1.22 1.61 -0.39 0.056
H -0.61 1.89 -0.32 0.071
H 1.29 -0.47 2.34 0.053
H 0.31 0.92 1.64 0.039
H -0.37 -2.01 1.31 0.100
H -1.69 -1.24 -0.64 0.096
H 0.83 -0.40 -1.84 0.118
H -0.77 0.28 -2.22 0.114
```

Summary:
HOMO energy (spin up / spin down), eV: -7.41 / -7.69


## two
DFT (ωB97M-V/def2-TZVPD) results for a structure of composition C5H8.

```
13
Properties=species:S:1:pos:R:3:lowdin_charge:R:1
C -0.83 -1.58 0.50 -0.070
C 0.46 -1.28 0.61 -0.091
C -1.18 -0.33 -0.27 -0.151
C 0.37 -0.15 -0.35 -0.385
C 0.71 1.24 0.06 -0.118
H -1.30 -2.29 1.02 0.051
H 1.33 -1.65 1.23 0.125
H -1.89 -0.35 -1.10 0.103
H -1.59 0.34 0.47 0.089
H 1.01 -0.45 -1.64 0.228
H 0.68 2.01 -0.66 0.060
H 1.66 1.41 0.45 0.042
H 0.04 1.51 0.96 0.115
```

Summary:
HOMO energy, eV: -9.22


## three
DFT (ωB97M-V/def2-TZVPD) results for the molecule C5H8.

```
13
Properties=species:S:1:pos:R:3:lowdin_charge:R:1
C -0.51 1.56 0.13 -0.084
C 0.07 0.21 0.53 -0.366
C 1.29 -0.30 -0.22 -0.068
C 0.70 -1.43 -0.61 -0.084
C -0.64 -1.08 0.00 -0.152
H -1.49 1.71 0.58 0.074
H -0.62 1.63 -0.96 0.079
H 0.14 2.37 0.45 0.073
H 0.20 0.17 1.62 0.131
H 2.28 0.11 -0.37 0.097
H 1.04 -2.31 -1.16 0.092
H -1.43 -0.87 -0.74 0.106
H -1.04 -1.76 0.76 0.101
```

Summary:
HOMO energy, eV: -9.39


## four
DFT (ωB97M-V/def2-TZVPD) results for the molecule C5H8.

```
13
Properties=species:S:1:pos:R:3:lowdin_charge:R:1
C 1.92 -0.31 1.06 -0.100
C 0.68 0.53 1.13 -0.184
C -0.38 0.11 0.50 -0.048
C -0.78 0.17 -0.75 -0.223
C -1.76 -0.59 -1.52 -0.117
H 2.18 -0.58 2.08 0.066
H 2.74 0.24 0.59 0.080
H 1.72 -1.22 0.48 0.082
H 0.71 1.57 1.43 0.109
H -0.11 0.83 -1.29 0.109
H -2.34 0.11 -2.13 0.071
H -1.17 -1.23 -2.18 0.078
H -2.39 -1.19 -0.86 0.075
```

Summary:
HOMO energy, eV: -8.80


Which of them is most stable? Easy: three.


## one
DFT (ωB97M-V/def2-TZVPD) results for the molecule C3H3NOS2.

```
10
Properties=species:S:1:pos:R:3:lowdin_charge:R:1
O -1.72 -1.53 1.62 -0.046
C -0.61 -1.27 1.02 -0.289
C -0.82 -0.21 -0.10 -0.878
S 0.48 -0.73 -1.35 0.858
C 1.65 0.50 -0.70 -0.578
N 1.30 1.44 0.03 -0.313
S -0.35 1.33 0.44 0.883
H 0.38 -1.82 1.42 0.168
H -1.90 -0.21 -0.48 0.121
H 2.71 0.48 -0.89 0.075
```

Summary:
HOMO energy, eV: -8.84


## two
DFT (ωB97M-V/def2-TZVPD) results for the molecule C3H3NOS2.

```
10
Properties=species:S:1:pos:R:3:lowdin_charge:R:1
O -1.16 0.45 -2.34 -0.164
N -0.77 1.07 -1.20 -0.068
C -0.07 0.09 -0.32 -0.639
C 0.50 0.45 0.88 -0.263
C 0.84 -0.52 1.70 -0.439
S 0.64 -2.15 1.01 0.552
S -0.26 -1.58 -0.71 0.662
H -1.69 1.19 -2.72 0.116
H 0.53 1.50 0.99 0.112
H 1.45 -0.49 2.73 0.131
```

Summary:
HOMO energy (spin up / spin down), eV: -7.34 / -7.38


Which of them is most stable? Easy: one.


## one
DFT (ωB97M-V/def2-TZVPD) results for the molecule C6H8N2O.

```
17
Properties=species:S:1:pos:R:3:lowdin_charge:R:1
C 1.99 1.59 -0.52 -0.061
C 1.05 0.78 0.22 -0.217
C 0.97 0.50 1.62 -0.114
N -0.01 -0.30 1.87 0.050
N -0.50 -0.69 0.73 -0.114
C 0.06 -0.01 -0.26 -0.278
O -0.41 -0.39 -1.49 0.022
C -1.64 -1.10 -1.17 -0.112
C -1.81 -1.29 0.34 -0.024
H 2.29 1.27 -1.45 0.043
H 1.71 2.68 -0.77 0.104
H 2.83 1.73 0.23 0.099
H 1.73 0.74 2.36 0.114
H -1.68 -2.06 -1.64 0.109
H -2.33 -0.48 -1.73 0.122
H -2.45 -0.64 0.97 0.135
H -1.79 -2.33 0.67 0.122
```

Summary:
HOMO energy, eV: -8.33


## two
DFT (ωB97M-V/def2-TZVPD) results for a cluster of 2 separate species, C6H8N2O in total.

```
17
Properties=species:S:1:pos:R:3:lowdin_charge:R:1
C 0.72 1.27 0.80 -0.057
N 0.85 -0.02 0.23 -0.111
N -0.01 -1.09 0.25 0.054
C 0.58 -2.08 -0.26 -0.086
C 1.86 -1.65 -0.95 -0.021
C 2.04 -0.30 -0.37 -0.459
O 2.93 0.48 -0.31 0.096
H 0.22 2.05 0.15 0.100
H 0.07 1.39 1.75 0.113
H 1.73 1.53 0.99 0.063
H 0.19 -3.06 -0.23 0.103
H 1.79 -1.61 -2.01 0.135
H 2.57 -2.32 -0.79 0.072
C -2.36 0.68 -0.63 0.013
C -2.07 0.16 0.42 -0.054
H -2.75 0.92 -1.54 -0.008
H -1.78 -0.32 1.36 0.046
```

Summary:
HOMO energy, eV: -8.97


## three
DFT (ωB97M-V/def2-TZVPD) results for a structure of composition C6H8N2O.

```
17
Properties=species:S:1:pos:R:3:lowdin_charge:R:1
C -1.82 -1.04 0.86 -0.161
C -1.26 -0.92 -0.58 -0.319
C 0.16 -0.12 -0.42 -0.192
C 1.38 -0.71 -0.58 -0.041
C 2.68 -0.28 -0.04 -0.254
C -0.29 1.28 -0.10 -0.488
H -1.10 0.16 1.91 0.217
H -1.29 -2.35 1.16 0.157
H -3.31 -0.84 0.84 0.177
H -1.14 -2.02 -0.90 0.100
H -1.64 -0.25 -1.45 0.122
H 1.49 -1.70 -0.99 0.108
H 0.80 3.11 0.43 0.123
H 2.17 2.05 -0.22 0.301
N 3.80 -0.16 0.22 0.143
N 0.83 2.00 0.37 0.044
O -1.46 1.79 -0.52 -0.036
```

Summary:
HOMO energy, eV: -10.32


Which of them is most stable? Easy: one.